Entry 1:
{"formula": "C8H17NO5Tl", "method": "ωB97M-V/def2-TZVPD", "symbols": ["C", "H", "H", "H", "O", "C", "C", "O", "O", "O", "H", "C", "H", "H", "H", "O", "H", "H", "C", "H", "H", "H", "C", "H", "C", "H", "H", "H", "Tl", "H", "N", "C"], "coordinates": [[-0.18444, -3.56176, 2.92467], [2.41351, 4.55610, -0.11069], [4.26270, 4.44015, 1.22114], [-0.45515, -2.58848, 3.33398], [-3.93199, -3.18892, -5.58951], [4.05604, 3.39667, 1.45893], [-4.92388, -5.17723, -6.32266], [0.59111, -4.44013, 0.75890], [-0.16446, -2.45124, 0.72710], [0.36522, 2.84692, 1.93386], [1.62564, 4.41710, 2.42994], [-3.78163, -4.38211, -5.75640], [4.86235, 2.80314, 1.02801], [-4.79482, -5.07833, -7.40046], [-1.47680, 2.60151, 2.88745], [-2.72064, -4.92089, -5.34993], [4.25222, 3.19785, 2.51253], [-4.81139, -6.25644, -6.21899], [-0.50072, 3.06503, 3.03066], [-0.56697, 4.15017, 3.10938], [-1.01695, -4.18798, 3.24541], [0.72226, -3.83822, 3.46279], [0.09037, -3.47009, 1.39119], [3.01391, 3.43829, -0.92959], [1.65774, 3.34889, 2.21548], [-0.11715, 2.63248, 3.95472], [2.61828, 1.83465, 0.96888], [-5.89820, -4.82418, -5.98480], [-2.11871, 2.25375, -2.98926], [1.93875, 2.91163, 3.17357], [2.30822, 3.55723, -0.21688], [2.68556, 2.91456, 1.10068]], "mulliken_charge": [-0.832, 0.257, 0.342, 0.288, -0.423, -1.393, -0.815, -0.366, -0.408, -0.261, 0.427, 0.751, 0.370, 0.256, 0.242, -0.386, 0.366, 0.318, -0.752, 0.329, 0.281, 0.284, 0.767, 0.264, -0.827, 0.298, 0.303, 0.284, 0.991, 0.416, -0.712, 0.342], "lumo_ha": -0.32262, "total_energy_ha": -917.8964, "total_charge": 1, "gap_ev": 1.9, "relative_energy_kcal_mol": 110.1}


Entry 2:
{"formula": "C8H17NS", "method": "ωB97M-V/def2-TZVPD", "symbols": ["H", "C", "H", "S", "C", "N", "H", "C", "C", "H", "C", "H", "C", "H", "H", "H", "H", "C", "H", "H", "H", "H", "H", "C", "H", "H", "H"], "coordinates": [[0.64342, 2.75351, 1.04639], [-0.52659, 0.88063, 1.26377], [1.47816, 1.21012, 1.03871], [1.59934, -1.83701, -1.19870], [2.94589, -2.04619, -0.04275], [1.48479, -0.24332, -1.05483], [-1.67677, 1.84580, 2.68356], [1.10990, 0.56678, -2.13542], [-1.65802, 0.87431, 2.24790], [-1.91528, -1.75589, 0.43865], [-2.44567, -0.21057, -1.21154], [1.05739, 1.66818, -1.53198], [-0.52792, -0.03719, 0.34438], [-2.57846, 0.71594, 1.66403], [-1.92543, 0.19932, -2.08059], [-3.24911, -0.74941, -1.56420], [2.58789, -2.97038, 0.65210], [0.70838, 1.78313, 1.47226], [3.00998, -1.14526, 0.58198], [1.81715, 0.65619, -2.88594], [0.07784, 0.30443, -2.47944], [-0.72110, -1.59396, -1.06193], [-2.88921, 0.57385, -0.71594], [-1.44504, -0.98791, -0.29467], [-1.62618, -0.02508, 2.89075], [3.88009, -2.29100, -0.61204], [0.78458, 1.86098, 2.54550]], "mulliken_charge": [0.272, 0.909, 0.277, 0.007, -0.702, -0.149, 0.432, -0.679, -1.332, 0.344, -1.156, 0.143, 0.069, 0.289, 0.237, 0.461, 0.254, -1.381, 0.206, 0.408, 0.113, -0.076, 0.331, -0.319, 0.285, 0.277, 0.479], "lumo_ha": [0.02774, 0.00956], "total_energy_ha": -767.7350, "total_charge": 0, "gap_ev": [8.2, 7.5], "relative_energy_kcal_mol": 81.8}


Entry 3:
{"formula": "C8H17OP", "method": "ωB97M-V/def2-TZVPD", "symbols": ["H", "H", "H", "C", "H", "C", "C", "O", "H", "H", "H", "C", "H", "C", "H", "C", "H", "C", "H", "H", "H", "H", "C", "P", "H", "H", "H"], "coordinates": [[3.25639, -0.71633, -1.13433], [1.07431, 2.44900, 1.00560], [-2.92263, 1.61652, -0.87234], [3.30558, 0.04132, -0.21572], [-3.85562, 1.15738, 0.47536], [-3.30582, 0.72596, -0.42384], [0.50284, -1.60491, -1.33318], [0.48323, -0.98194, 1.48879], [-4.04220, 0.15421, -0.89759], [0.31651, -2.67162, -1.08563], [4.11066, 0.67206, -0.42012], [-2.44980, -1.15325, 0.94151], [-0.89701, 1.41212, -0.75428], [1.79668, 1.68117, 1.04165], [2.77292, 2.14507, 1.14830], [-2.08569, -0.08664, 0.03699], [-3.51685, -1.34614, 0.84066], [1.87927, 0.73036, -0.10054], [-2.30759, -1.01413, 2.02483], [3.43449, -0.53520, 0.65271], [-0.20918, -1.32569, -2.09326], [-1.72815, -2.07300, 0.74892], [-0.90288, 0.49475, -0.20010], [0.55427, -0.49073, 0.13408], [1.64736, 1.20474, -1.10995], [1.47863, -1.65198, -1.88307], [1.61027, 1.16691, 1.98456]], "mulliken_charge": [0.211, 0.356, 0.389, -1.389, 0.308, -1.602, -1.194, -0.746, 0.415, 0.351, 0.478, -1.170, 0.215, -1.553, 0.416, 1.016, 0.386, 0.465, 0.246, 0.384, 0.372, 0.223, -0.564, 0.939, 0.283, 0.390, 0.374], "smiles": "CC(C)=C[P@](C)(=O)C(C)C", "lumo_ha": 0.02979, "total_energy_ha": -731.5814, "total_charge": 0, "gap_ev": 9.9, "relative_energy_kcal_mol": 0.0}